DFT (the ωB97M-V functional and the def2-TZVPD basis) results for an isolated ion of composition C4H11N2O and charge -1.

Last column: natural (NBO) charge in e.
Atoms and positions in Å:
N1 -1.3607 -2.5906 0.7665  -0.873
C1 -0.1053 -1.8247 0.6842  -0.055
N2 -0.2454 -0.5195 1.3027  -0.645
C2 -0.3576 0.6018 0.3576  -0.227
C3 0.7876 0.8447 -0.6206  -0.461
C4 0.7664 2.2483 -1.2559  0.005
O1 1.8121 2.4860 -2.0717  -0.960
H1 -1.7283 -2.7872 -0.1517  0.346
H2 -2.0574 -2.0942 1.3098  0.363
H3 0.1137 -1.7230 -0.3834  0.169
H4 0.6633 -2.3965 1.1941  0.158
H5 0.5597 -0.3623 1.8928  0.349
H6 -0.5266 1.4992 0.9503  0.184
H7 -1.2919 0.4790 -0.1898  0.171
H8 1.7666 0.7219 -0.1463  0.181
H9 0.7285 0.1491 -1.4627  0.180
H10 -0.2275 2.3075 -1.7828  0.057
H11 0.7028 2.9604 -0.3933  0.057

Output
Orbital gap in eV: 6.10
Structure (SMILES): NCNCCC[O-]
Net charge: -1